This record from the Open Molecules 2025 dataset describes a 2-piece molecular cluster, C7H15NO overall. The level of theory is wB97M-V/def2-TZVPD.

The energy above the lowest of the compared OMol25 structures with the same formula, charge and spin comes out at 16.2 kcal per mole. As for the structure (SMILES): CC=C(C)C.CC(N)=O. The HOMO energy is -8.838 eV.

ORCA input file:
```
! RIJCOSX wB97M-V def2-TZVPD def2/J DEFGRID3
* xyz 0 1
C -0.853 1.833 3.057
C 0.294 0.892 2.815
C 1.270 0.991 1.897
C 2.346 -0.060 1.802
C 1.407 2.107 0.895
H -0.836 2.690 2.364
H -0.804 2.215 4.091
H -1.806 1.293 2.926
H 0.329 0.017 3.477
H 2.334 -0.524 0.801
H 3.336 0.397 1.966
H 2.194 -0.849 2.557
H 1.373 1.687 -0.124
H 0.607 2.861 0.991
H 2.380 2.606 1.038
C -1.792 -2.422 -4.381
C -0.916 -1.833 -3.297
N -1.554 -1.598 -2.112
O 0.271 -1.584 -3.455
H -1.188 -2.574 -5.292
H -2.628 -1.744 -4.623
H -2.206 -3.395 -4.068
H -2.547 -1.808 -1.983
H -1.011 -1.200 -1.341
*
```